[1]
DFT (ωB97M-V/def2-TZVPD) results for a 6-piece molecular cluster, C3H18N2O6S overall.

XYZ file:
```
30
Properties=species:S:1:pos:R:3:forces:R:3:nbo_charge:R:1
C 0.736442 -1.474063 -1.749178 0.40 -0.50 -2.44 -0.27
C 0.864274 -2.817222 -1.068038 -0.57 -1.36 -1.23 -0.55
S 1.171406 -2.657644 0.683054 -0.25 1.39 0.98 -0.04
N 2.111262 -0.892394 -1.905967 -0.12 2.94 2.73 -0.67
C 2.765385 0.099022 -1.055447 -1.94 -0.36 -0.16 0.80
N 1.964418 0.819669 -0.136568 3.13 -0.18 1.04 -0.88
O 3.922420 0.415998 -1.073834 0.73 -1.01 -1.06 -0.60
H 0.327827 -1.573753 -2.771238 0.94 -0.84 -0.29 0.21
H -0.192851 -0.948324 -1.497500 1.21 0.95 1.52 0.26
H 1.712478 -3.370010 -1.495890 0.10 0.46 0.12 0.22
H 0.031504 -3.536655 -1.332462 0.27 1.14 0.71 0.22
H 0.909534 -1.272401 0.800776 0.11 -1.83 -0.17 0.14
H 2.639555 -0.966317 -2.745472 -0.12 -0.56 -0.69 0.41
H 2.346582 0.645169 0.811815 0.21 0.50 -0.97 0.37
H 1.040835 0.629265 -0.070981 -3.58 -1.10 -0.32 0.38
H -1.071045 3.568477 -1.729982 1.15 1.05 0.32 0.48
H -2.084438 2.709332 -2.213498 -0.37 -0.68 0.39 0.48
O -1.542250 2.812673 -1.417590 -0.73 -0.47 -0.59 -0.95
H -1.086216 0.525286 2.388318 1.84 3.80 -0.38 0.48
H -1.842686 -0.162403 3.519624 0.54 -0.11 -0.48 0.49
O -1.301452 -0.291385 2.716590 -1.80 -4.43 2.27 -0.94
H -3.959091 0.129248 0.854785 0.82 -0.01 0.88 0.48
H -2.712607 0.100950 1.902948 0.91 -0.75 -0.12 0.45
O -3.635065 0.218710 1.773578 -3.00 0.66 -0.83 -0.97
H -1.036645 1.128995 -0.186660 -0.66 0.71 -0.31 0.50
H -1.499900 0.035468 0.889843 1.08 0.30 -1.51 0.49
O -0.814505 0.301523 0.224948 -0.78 -1.28 0.30 -0.99
H 0.852663 1.549989 1.907726 -3.46 1.27 0.83 0.50
H -0.505508 2.476770 1.724536 0.28 0.74 -0.76 0.49
O -0.112329 1.796039 2.251758 3.65 -0.43 0.22 -0.95
```
Forces are in eV/Å.

The SMILES is NC(=O)NCCS.O.O.O.O.O. The HOMO-LUMO gap comes out at 8.656 eV.


[2]
DFT (ωB97M-V/def2-TZVPD) results for a 6-piece molecular cluster, C3H18O5 overall.

XYZ file:
```
26
Properties=species:S:1:pos:R:3:forces:R:3:nbo_charge:R:1
C 1.956341 -0.026591 -1.205666 1.52 -2.33 -1.44 -0.63
C 0.664467 0.609884 -0.827766 0.24 -0.53 2.77 -0.43
C 0.846774 2.072956 -1.223619 -8.01 -0.89 0.74 -0.60
H 2.385518 0.372471 -2.162382 -0.63 0.06 0.57 0.19
H 1.771227 -1.132980 -1.480488 0.90 1.57 1.05 0.23
H 2.738297 0.160917 -0.469698 0.02 -0.53 0.12 0.22
H 0.499839 0.616896 0.410621 0.32 -0.60 -3.41 0.21
H -0.022281 -0.142934 -1.326095 -0.48 1.99 0.48 0.20
H 0.104533 2.679292 -0.594765 1.41 -0.29 -0.62 0.19
H 1.770778 2.397764 -1.192858 4.61 1.53 0.52 0.20
H 0.434647 2.209969 -2.201787 0.14 0.18 -1.01 0.20
H -2.297016 0.456361 0.708089 -0.88 -0.09 -6.18 0.47
H -3.095656 0.502726 1.968526 -0.20 0.13 -0.25 0.47
O -2.221168 0.472355 1.579873 0.82 0.04 6.42 -0.94
H 0.815232 -3.413159 -0.086724 -1.51 2.70 -0.83 0.49
H -0.032590 -1.946221 -0.039791 0.23 0.11 1.08 0.49
O 0.331310 -2.644912 -0.573046 1.18 -2.91 -0.20 -0.98
H -0.356854 -2.608122 1.790112 -0.99 1.50 1.21 0.47
H -1.591817 -1.684890 2.405988 2.27 -0.32 -0.62 0.50
O -0.588109 -1.769236 2.294721 -1.00 -1.21 -0.55 -0.97
H -3.248870 1.293674 -1.720491 -0.52 -0.21 0.54 0.47
H -2.861528 -0.135990 -1.857477 -1.54 0.75 1.35 0.47
O -3.503566 0.439302 -1.316693 2.18 -0.55 -1.83 -0.94
H 1.278870 -0.145489 2.554459 2.12 0.67 -0.92 0.49
H 2.055705 1.125015 2.351946 -0.30 3.92 0.56 0.46
O 2.165917 0.240938 2.215020 -1.88 -4.68 0.45 -0.94
```
Forces are in eV/Å.

The SMILES is CCC.O.O.O.O.O. The HOMO-LUMO gap comes out at 10.627 eV.


[3]
DFT (ωB97M-V/def2-TZVPD) results for a 6-piece molecular cluster, C3H18O6 overall.

XYZ file:
```
27
Properties=species:S:1:pos:R:3:forces:R:3:nbo_charge:R:1
C -7.407310 -12.257730 12.416670 -1.77 -1.11 0.60 -0.62
C -8.140500 -13.657990 12.269280 1.82 1.83 -0.91 0.11
C -9.598380 -13.473960 11.842900 0.10 0.10 0.78 -0.63
O -7.450030 -14.289710 11.198650 -0.60 -1.09 -0.86 -0.75
H -7.596490 -11.727730 11.483170 0.33 0.22 0.17 0.21
H -6.352430 -12.345520 12.676710 -0.03 -0.16 -0.30 0.21
H -7.907870 -11.776850 13.257090 0.10 0.55 -0.06 0.20
H -8.001130 -14.177030 13.217580 -0.39 -0.39 -0.03 0.16
H -10.048790 -12.821230 12.590660 -0.22 0.00 0.05 0.21
H -10.188580 -14.389980 11.817240 0.27 -0.15 0.05 0.22
H -9.733910 -12.973810 10.883960 0.47 -0.03 -0.06 0.22
H -6.540000 -14.543880 11.368480 -0.08 0.24 0.55 0.47
O -3.939830 -8.351040 7.505270 0.19 0.01 0.16 -0.94
H -4.803180 -8.764210 7.517110 -0.23 -0.16 0.03 0.47
H -3.910900 -7.879350 6.672860 0.04 0.13 -0.20 0.47
O -10.945960 -10.134850 4.994800 -0.03 0.23 -0.12 -0.94
H -11.651340 -10.767090 5.132410 -0.20 -0.16 0.02 0.47
H -10.167130 -10.563090 5.350160 0.26 -0.09 0.12 0.47
O -7.563560 -15.461570 3.115610 -0.19 0.06 0.19 -0.94
H -7.435660 -15.334600 2.175520 -0.02 0.06 -0.25 0.47
H -6.741610 -15.846390 3.419810 0.21 -0.12 0.10 0.47
O -7.226130 -12.139340 6.823370 0.01 0.28 -0.04 -0.94
H -7.414560 -12.676710 7.592760 -0.05 -0.13 0.28 0.47
H -7.258150 -12.752280 6.088860 0.00 -0.15 -0.24 0.47
O -11.649060 -15.380740 5.932430 -0.15 0.18 -0.04 -0.94
H -10.900080 -15.706360 5.433200 0.20 -0.06 -0.20 0.47
H -11.598800 -15.842700 6.769280 -0.03 -0.10 0.23 0.47
```
Forces are in eV/Å.

The SMILES is CC(C)O.O.O.O.O.O. The HOMO-LUMO gap comes out at 10.337 eV.


[4]
DFT (ωB97M-V/def2-TZVPD) results for one molecule with the formula C3H2.

XYZ file:
```
5
Properties=species:S:1:pos:R:3:forces:R:3:nbo_charge:R:1
C -0.269937 -0.647591 -0.268326 -1.27 -2.41 -1.45 -0.41
C -0.635747 -1.668708 -1.015365 0.58 1.69 1.40 0.17
C 0.126066 0.476080 0.262962 0.36 0.35 2.75 -0.20
H 0.027368 0.788757 1.392383 -0.08 -0.67 -2.43 0.23
H 0.752250 1.051462 -0.371654 0.41 1.04 -0.27 0.21
```
Forces are in eV/Å.

The HOMO-LUMO gap comes out at 8.307 eV.


[5]
DFT (ωB97M-V/def2-TZVPD) results for a 8-piece molecular cluster, C3H20O8 overall.

XYZ file:
```
31
Properties=species:S:1:pos:R:3:forces:R:3:nbo_charge:R:1
C 1.534881 -0.382570 -2.174006 0.94 -1.08 0.69 -0.10
O 0.993003 -1.010485 -1.007421 -0.75 0.09 -0.52 -0.81
C 0.467700 0.375896 -2.862615 0.11 -0.21 0.31 -0.19
C -0.039292 0.081553 -4.050402 -0.45 0.20 0.31 -0.38
H 1.949035 -1.168606 -2.829536 0.03 0.38 0.06 0.17
H 2.341228 0.250170 -1.783933 0.08 0.19 -0.62 0.18
H 1.646514 -1.024714 -0.267439 0.20 0.12 -0.18 0.51
H 0.090614 1.143816 -2.194355 -0.50 0.25 -0.45 0.17
H -0.931081 0.584170 -4.397338 0.09 0.22 -0.19 0.20
H 0.326810 -0.717080 -4.683520 0.19 -0.03 0.18 0.20
H -0.674099 -0.435807 0.125966 0.64 -0.11 -0.65 0.51
H -0.481978 -1.789318 0.801614 -0.43 0.04 -0.70 0.49
O -0.840903 -0.905163 0.939396 -0.60 -0.32 1.15 -0.99
H 1.268736 1.138720 2.911292 -0.53 -0.07 0.81 0.48
H 1.428492 1.533450 1.481560 -0.20 -0.12 -0.06 0.51
O 1.889092 1.075559 2.201432 0.66 0.39 -0.53 -0.95
H 0.394651 -1.907075 2.114709 0.39 0.10 0.51 0.47
H 0.292804 -2.793437 3.350609 0.11 -0.11 -0.13 0.48
O 0.827423 -2.652024 2.559256 -0.32 0.05 0.10 -0.96
H -1.127702 1.322019 1.043855 0.25 0.25 -0.22 0.49
H -0.442381 1.937113 -0.209657 -0.33 0.14 0.48 0.49
O -0.384752 1.874045 0.757847 0.10 0.07 -0.26 -0.97
H -3.062873 2.897100 -1.724837 0.12 -0.74 -0.49 0.47
H -2.882775 3.826289 -0.663384 0.43 0.27 0.75 0.47
O -2.504373 2.989733 -0.949363 -0.54 0.40 -0.34 -0.94
H 2.598904 -2.036029 1.277956 -0.20 0.83 0.90 0.51
H 2.396092 -0.352507 1.623747 -0.06 -1.08 0.40 0.52
O 2.637284 -1.103942 1.022505 0.54 -0.01 -1.28 -1.02
H -2.591376 -0.799309 2.106165 -0.06 -0.46 -0.30 0.48
H -3.709991 -0.706409 3.100867 -0.45 0.25 0.58 0.46
O -3.409689 -1.245144 2.379020 0.53 0.10 -0.33 -0.95
```
Forces are in eV/Å.

The SMILES is C=CCO.O.O.O.O.O.O.O. The HOMO-LUMO gap comes out at 10.003 eV.


[6]
DFT (ωB97M-V/def2-TZVPD) results for a 6-piece molecular cluster, C3H21N2O5S overall.

XYZ file:
```
32
Properties=species:S:1:pos:R:3:forces:R:3:nbo_charge:R:1
N -0.112323 0.666622 -0.810761 -1.78 0.43 1.15 -0.76
C 0.362461 -0.675646 -0.402283 -0.44 -1.48 -2.44 -0.19
C 1.845963 -0.716717 -0.287291 3.05 -2.64 2.27 -0.62
S 2.953328 -0.147458 -1.578792 -0.51 0.48 -1.56 -0.06
C -0.373773 -1.212754 0.798226 -0.71 0.79 1.87 -0.24
N -1.811398 -1.361302 0.538741 0.52 0.46 -0.69 -0.87
H -1.110264 0.707244 -1.116475 0.39 -0.59 -0.19 0.47
H -0.114787 1.270738 0.053020 0.78 0.10 -0.92 0.47
H 0.422000 1.029697 -1.602399 0.29 0.34 0.11 0.42
H 0.149455 -1.404668 -1.281597 -0.04 1.34 1.16 0.22
H 2.379183 -0.472946 0.661354 -1.23 0.84 -0.28 0.24
H 2.122401 -1.810043 -0.221226 -0.84 0.63 -0.32 0.23
H 4.000244 0.259705 -0.864203 -0.03 0.12 0.55 0.12
H -0.276912 -0.457117 1.641442 0.01 -0.77 -0.83 0.19
H 0.087067 -2.137631 1.190429 0.19 0.20 -0.51 0.19
H -2.322873 -1.619956 1.374341 0.11 -0.13 -0.27 0.37
H -1.974679 -2.014283 -0.234107 0.01 0.09 0.80 0.39
H -2.104836 4.101220 0.427826 0.11 -1.01 0.43 0.46
H -1.471673 4.711063 -0.658188 0.75 -0.50 -0.67 0.45
O -1.414603 3.847766 -0.208663 -0.77 1.40 0.22 -0.99
H -1.925017 -3.707649 -1.953443 0.06 -0.02 -0.04 0.45
H -1.337054 -4.821139 -1.081482 0.00 0.00 0.00 0.48
O -1.520320 -3.875398 -1.091389 -0.01 0.00 -0.13 -1.02
H 2.184651 -0.574886 4.025123 0.59 0.03 0.37 0.49
H 2.883226 0.885065 4.152940 0.29 -0.62 0.34 0.48
O 2.159780 0.357403 3.811509 -0.92 0.70 -0.85 -0.99
H -2.176395 1.581248 -3.695520 0.43 -0.25 0.60 0.44
H -2.648207 0.180153 -3.536920 0.15 -0.38 0.31 0.42
O -2.026233 0.798159 -3.115482 -0.42 0.58 -0.68 -1.21
H 1.152185 2.963793 1.434092 -0.09 -0.19 0.06 0.48
H 1.227431 1.582258 2.171317 0.16 0.02 0.21 0.50
O 0.791962 2.067455 1.459855 -0.08 0.04 -0.08 -1.00
```
Forces are in eV/Å.

The HOMO-LUMO gap (spin up / spin down) comes out at 2.102 / 9.163 eV. Its multiplicity is 2.


Calculated total energy in eV, matching the order above: -29501.715 -13638.217 -15687.364 -3137.918 -19814.685 -27500.924
Relative energy (zero: lowest compared OMol25 entry of this formula, charge and spin) in eV, matching the order above: 2.365 2.401 1.215 0.098 1.391 0.594